[1]
One molecule with the formula C3H8BN in a non-equilibrium geometry. Source: the Open Molecules 2025 dataset; level of theory: wB97M-V/def2-TZVPD.

Computed properties:
- LUMO level: 0.92 eV
- Structure (SMILES): BNC1CC1
- Gap between HOMO and LUMO: 0.3860 Eh
- Energy above the lowest of the compared OMol25 structures with the same formula, charge and spin: 87.52 kJ/mol
- E: -198.66897 Ha

```
! RIJCOSX wB97M-V def2-TZVPD def2/J DEFGRID3
* xyz 0 1
B -2.303 -0.320 -0.052
C 1.520 0.650 0.183
C 1.201 -0.851 -0.029
C 0.225 0.237 -0.417
N -1.062 0.293 0.286
H -3.209 -0.273 0.705
H -2.310 -1.144 -0.931
H 1.257 1.111 1.182
H 2.217 1.194 -0.409
H 1.835 -1.253 -0.831
H 1.230 -1.503 0.911
H 0.114 0.255 -1.551
H -0.900 0.836 1.068
*
```

***

[2]
C3H8Br2N as an isolated structure in a non-equilibrium geometry. Source: the Open Molecules 2025 dataset; level of theory: wB97M-V/def2-TZVPD.

Computed properties:
- LUMO level: -3.88 eV
- Gap between HOMO and LUMO: 0.4090 Eh
- Energy above the lowest of the compared OMol25 structures with the same formula, charge and spin: 194.33 kJ/mol
- E: -5321.56351 Ha

```
! RIJCOSX wB97M-V def2-TZVPD def2/J DEFGRID3
* xyz 1 1
C -0.966 0.724 -0.685
C -0.463 -0.495 1.296
C 1.368 -0.298 -0.707
N 0.025 0.383 0.276
Br 2.791 -0.307 0.556
Br 0.790 -2.045 -1.299
H -1.101 0.069 -1.497
H -1.878 0.929 -0.185
H -0.530 1.482 -1.303
H 0.351 -1.158 1.691
H -0.874 0.033 2.084
H -1.262 -1.021 0.813
H 1.373 0.367 -1.653
H 0.377 1.338 0.613
*
```

***

[3]
A 2-piece molecular cluster, C3H8BrFSi overall in a non-equilibrium geometry. Source: the Open Molecules 2025 dataset; level of theory: wB97M-V/def2-TZVPD.

Computed properties:
- LUMO level: 0.38 eV
- Gap between HOMO and LUMO: 0.3518 Eh
- Energy above the lowest of the compared OMol25 structures with the same formula, charge and spin: 197.14 kJ/mol
- E: -3082.46047 Ha

```
! RIJCOSX wB97M-V def2-TZVPD def2/J DEFGRID3
* xyz 0 1
C -0.268 -0.645 1.877
C -0.904 1.855 -1.035
C 1.338 -0.971 -0.919
F -1.399 -1.683 -0.608
Si -0.369 -0.552 -0.104
Br 2.824 -0.031 -0.067
H -0.155 0.511 2.123
H -1.265 -0.939 2.274
H 0.467 -1.224 2.541
H -1.876 2.031 -0.362
H -0.108 2.577 -0.766
H -1.183 1.700 -2.045
H 1.546 -2.011 -0.987
H 1.351 -0.616 -1.921
*
```

***

[4]
C3H8BrLiO as an isolated structure in a non-equilibrium geometry. Source: the Open Molecules 2025 dataset; level of theory: wB97M-V/def2-TZVPD.

Computed properties:
- LUMO level: -0.74 eV
- Gap between HOMO and LUMO: 0.2929 Eh
- Energy above the lowest of the compared OMol25 structures with the same formula, charge and spin: 261.52 kJ/mol
- E: -2775.83349 Ha

```
! RIJCOSX wB97M-V def2-TZVPD def2/J DEFGRID3
* xyz 0 1
Li 2.029 2.946 0.449
Br 2.298 1.664 -1.022
C 0.531 -1.158 -0.339
C -0.570 -0.010 -0.319
C -1.494 -0.315 0.860
O 0.150 1.162 -0.177
H 0.955 -1.290 -1.334
H 0.088 -2.137 -0.152
H 1.320 -1.086 0.409
H -1.065 0.030 -1.289
H -1.713 -1.360 1.076
H -2.399 0.239 0.610
H -1.172 0.221 1.753
H 1.042 1.095 -0.526
*
```

***

[5]
C3H8BrO3SZn as an isolated structure in a non-equilibrium geometry. Source: the Open Molecules 2025 dataset; level of theory: wB97M-V/def2-TZVPD.

Computed properties:
- LUMO level: -9.68 eV
- Gap between HOMO and LUMO: 0.1490 Eh
- Energy above the lowest of the compared OMol25 structures with the same formula, charge and spin: 284.72 kJ/mol
- E: -5095.89327 Ha

```
! RIJCOSX wB97M-V def2-TZVPD def2/J DEFGRID3
* xyz 1 1
Zn -1.652 0.682 -4.798
Br -0.493 3.643 -3.545
O -0.181 -2.861 -0.628
S 0.247 -1.452 -0.606
O 0.013 -0.529 -1.749
O -0.438 -0.743 0.767
C -0.350 0.603 0.918
C -1.344 1.020 2.142
C 1.999 -1.431 -0.223
H -0.713 0.957 -0.047
H 0.614 1.100 1.025
H -0.966 0.656 3.098
H -2.355 0.636 2.006
H -1.583 2.083 2.143
H 2.516 -1.495 -1.180
H 2.299 -2.302 0.360
H 2.385 -0.567 0.318
*
```

***

[6]
C3H8CdIO as an isolated structure in a non-equilibrium geometry. Source: the Open Molecules 2025 dataset; level of theory: wB97M-V/def2-TZVPD.

Computed properties:
- LUMO level: -7.08 eV
- Gap between HOMO and LUMO: 0.2373 Eh
- Energy above the lowest of the compared OMol25 structures with the same formula, charge and spin: 538.90 kJ/mol
- E: -659.24927 Ha

```
! RIJCOSX wB97M-V def2-TZVPD def2/J DEFGRID3
* xyz 1 1
Cd 1.603 -5.408 -12.516
I 1.469 -5.136 -10.462
C 1.156 -2.609 -7.109
C 0.725 -3.893 -7.658
C -0.047 -3.799 -8.971
O 1.837 -4.643 -7.849
H 2.049 -2.406 -7.700
H 1.418 -2.684 -6.053
H 0.397 -1.836 -7.228
H 0.098 -4.407 -6.930
H -0.909 -3.150 -8.819
H -0.275 -4.750 -9.453
H 0.431 -3.215 -9.758
H 1.657 -5.164 -8.635
*
```

***

[7]
A 2-piece molecular cluster, C3H8Cl2NP overall in a non-equilibrium geometry. Source: the Open Molecules 2025 dataset; level of theory: wB97M-V/def2-TZVPD.

Computed properties:
- LUMO level (alpha / beta): -0.92 / -0.63 eV
- Gap between HOMO and LUMO (alpha / beta): 0.2972 / 0.2727 Eh
- Energy above the lowest of the compared OMol25 structures with the same formula, charge and spin: 669.82 kJ/mol
- E: -1435.33855 Ha

```
! RIJCOSX wB97M-V def2-TZVPD def2/J DEFGRID3
* xyz 0 1
C -0.400 1.611 0.869
C 0.093 0.892 -0.464
C 0.207 -0.578 -0.314
N 1.340 -1.137 -0.832
P -1.518 -1.386 -0.341
Cl 1.747 -0.631 -2.522
Cl 1.360 -2.855 -0.839
H 0.341 1.466 1.632
H -0.290 2.615 0.736
H -1.241 1.028 1.286
H -0.584 1.139 -1.215
H 1.135 1.226 -0.792
H 1.047 -0.852 1.544
H -1.239 -2.204 0.730
H -1.998 -0.333 0.520
*
```

***

[8]
An isolated ion of composition C3H8ClIN3 and charge +1 in a non-equilibrium geometry. Source: the Open Molecules 2025 dataset; level of theory: wB97M-V/def2-TZVPD.

Computed properties:
- LUMO level: -3.43 eV
- Structure (SMILES): [H]/N=C(\Cl)[C@@H]([NH3+])[C@H](N)I
- Gap between HOMO and LUMO: 0.3496 Eh
- Energy above the lowest of the compared OMol25 structures with the same formula, charge and spin: 96.72 kJ/mol
- E: -1040.96477 Ha

```
! RIJCOSX wB97M-V def2-TZVPD def2/J DEFGRID3
* xyz 1 1
C 0.080 1.226 1.805
C -0.339 0.886 0.139
C -1.412 -0.317 0.171
N 1.229 0.797 1.997
N -1.187 -1.137 -0.930
N 0.906 0.391 -0.428
Cl -1.069 2.152 2.630
I -3.387 0.818 0.021
H -0.537 1.905 -0.204
H -1.242 -0.870 1.017
H 1.637 0.891 2.924
H -1.356 -0.832 -1.873
H -1.534 -2.069 -0.743
H 1.254 1.135 -0.998
H 0.755 -0.560 -0.750
H 1.530 0.070 0.347
*
```

***

[9]
One molecule with the formula C3H8ClNO in a non-equilibrium geometry. Source: the Open Molecules 2025 dataset; level of theory: wB97M-V/def2-TZVPD.

Computed properties:
- LUMO level: 0.92 eV
- Structure (SMILES): CO[C@@H](C)NCl
- Gap between HOMO and LUMO: 0.3872 Eh
- Energy above the lowest of the compared OMol25 structures with the same formula, charge and spin: 300.53 kJ/mol
- E: -709.19739 Ha

```
! RIJCOSX wB97M-V def2-TZVPD def2/J DEFGRID3
* xyz 0 1
C -0.789 1.362 -0.101
C -0.688 -1.704 -0.326
C 0.496 0.463 0.018
N 1.700 0.968 0.748
O 0.111 -0.879 0.497
Cl 2.991 -0.119 0.416
H -1.064 1.605 0.937
H -0.795 2.161 -0.727
H -1.500 0.580 -0.477
H -1.733 -1.854 0.006
H -0.119 -2.571 -0.293
H -0.753 -1.244 -1.314
H 0.648 0.245 -1.144
H 1.492 0.987 1.759
*
```

***

[10]
An isolated ion of composition C3H8ClNO2P and charge -1 in a non-equilibrium geometry. Source: the Open Molecules 2025 dataset; level of theory: wB97M-V/def2-TZVPD.

Computed properties:
- LUMO level: 3.80 eV
- Structure (SMILES): CCN(C)[P@@](=O)([O-])Cl
- Gap between HOMO and LUMO: 0.3283 Eh
- Energy above the lowest of the compared OMol25 structures with the same formula, charge and spin: 0.00 kJ/mol
- E: -1126.03936 Ha

```
! RIJCOSX wB97M-V def2-TZVPD def2/J DEFGRID3
* xyz -1 1
C 0.583 -0.098 -1.415
C -0.125 0.016 1.755
C -0.704 -0.268 -0.576
N -0.460 -0.901 0.704
O -2.264 -2.662 0.028
O -1.751 -2.338 2.613
P -1.910 -1.877 1.230
Cl -3.396 -0.304 1.365
H 0.309 -0.026 -2.392
H 1.030 0.994 -1.141
H 1.224 -0.968 -1.241
H -0.627 -0.200 2.688
H 0.999 -0.042 2.025
H -0.070 1.069 1.529
H -1.139 0.854 -0.522
H -1.299 -0.941 -1.145
*
```